ORCA calculation (ωB97M-V/def2-TZVPD) on a molecular structure, CuH12O6 in a non-equilibrium geometry.

The geometry in XYZ format:
```
19
Properties=species:S:1:pos:R:3:forces:R:3:lowdin_charge:R:1
H -1.87110 -0.02294 0.46327 0.043 -1.001 0.079 0.119
H 1.69299 -0.15534 -2.34939 -0.142 0.134 -0.291 0.114
H -1.19485 -1.50253 0.19170 -0.524 2.031 0.165 0.156
O -0.43196 0.77209 3.14248 0.171 0.491 -1.685 -0.061
H 1.56703 -1.08686 1.76671 0.382 -0.203 0.263 0.095
H 0.66890 2.47796 0.22519 0.179 0.366 0.200 0.117
H 0.77048 1.09528 -2.29975 -0.291 0.935 -1.223 0.080
O 1.07669 0.35556 -1.81556 1.380 -0.581 -1.717 0.006
H 0.00468 1.27984 2.40336 -0.524 -0.686 1.454 0.021
H -1.40978 -1.38132 -1.72216 0.168 0.163 0.003 -0.022
H 2.23185 -1.48514 0.35182 -1.062 0.277 1.310 0.139
Cu 0.53757 0.11638 -0.07860 1.629 0.249 -0.189 0.206
H -2.10927 -1.45436 -3.00639 -1.222 0.169 -1.008 0.026
O -1.18847 -0.51491 -0.03038 -3.364 -2.754 0.410 -0.064
H 0.21349 0.61908 3.82563 0.366 0.120 0.376 0.033
O -1.29847 -1.71496 -2.61476 1.004 -0.271 0.585 -0.028
H -0.77345 1.97708 0.15976 0.427 0.246 0.502 0.125
O 1.41669 -1.15656 0.82292 2.748 -2.950 0.463 -0.028
O 0.09698 1.78164 0.56414 -1.370 3.264 0.304 -0.034
```
Positions in Å, forces in eV/Å.

Values from the calculation:
ΔE to the lowest compared entry with this formula, charge and spin, kJ/mol: 241.1
HOMO level, Ha: -0.43999
Total charge: +1
Orbital gap, eV: 8.2